A molecular structure, C30H45ErNO2P2S2, computed with the ωB97M-V functional and the def2-TZVPD basis.

Geometry as XYZ:
```
83
Properties=species:S:1:pos:R:3:forces:R:3:lowdin_charge:R:1
Er -0.028 0.148 0.298 -4.97 0.85 3.01 0.9368
C -2.613 1.547 1.040 0.29 -0.89 0.18 -0.3112
C -2.836 0.373 0.229 1.24 0.18 0.79 -0.3524
C -2.958 -0.233 2.452 0.19 0.52 -1.09 -0.2363
C -2.685 1.159 2.402 -0.09 -0.77 -1.02 -0.2593
C -3.018 -0.729 1.125 0.52 1.05 0.59 -0.2733
C -2.518 2.949 0.572 -0.11 0.67 -0.03 -0.0771
H -2.383 3.007 -0.514 0.00 0.07 0.12 0.0512
H -1.670 3.465 1.048 -0.19 0.05 -0.17 0.0628
H -3.434 3.513 0.825 0.33 -0.05 -0.14 0.0946
C -2.602 2.045 3.586 0.08 0.27 0.36 -0.0461
H -2.332 3.066 3.297 -0.05 -0.13 0.15 0.0740
H -1.847 1.683 4.303 -0.19 0.17 -0.06 0.0606
H -3.570 2.077 4.115 0.32 0.07 -0.08 0.0953
C -3.274 -0.991 3.684 0.03 -0.44 0.49 -0.0411
H -4.363 -0.996 3.883 0.41 -0.01 -0.01 0.0964
H -2.774 -0.541 4.556 -0.18 -0.15 -0.11 0.0754
H -2.925 -2.028 3.601 -0.30 0.28 0.15 0.0547
C -3.342 -2.115 0.747 -0.20 -0.72 -0.09 -0.0499
H -4.422 -2.320 0.799 0.19 -0.03 -0.03 0.0940
H -2.831 -2.813 1.420 -0.16 -0.04 -0.18 0.0658
H -3.012 -2.323 -0.275 -0.08 -0.12 0.01 0.0536
C -3.250 0.363 -1.196 -0.38 -0.12 -0.54 -0.0710
H -4.321 0.119 -1.295 0.23 0.05 -0.07 0.0985
H -2.704 -0.394 -1.774 -0.12 0.02 -0.20 0.0442
H -3.110 1.334 -1.678 0.01 -0.08 0.04 0.0516
C 3.158 0.975 -2.654 0.28 1.99 -1.18 -0.1402
C 2.231 1.719 -3.353 3.03 1.16 -0.94 -0.2742
C 2.021 1.491 -4.849 -0.13 -0.04 -0.18 -0.1606
C 1.790 0.028 -5.289 0.33 0.36 -0.02 -0.1568
C 1.257 -0.863 -4.213 0.90 -1.85 -0.53 -0.1521
C 2.053 -1.668 -3.448 -0.28 -0.45 -2.95 -0.2119
C 3.541 -1.481 -3.335 0.33 -0.15 -0.36 -0.1418
C 4.044 -0.010 -3.320 0.19 -0.99 -0.30 -0.1375
H 2.927 1.860 -5.351 -0.18 0.09 0.08 0.1308
H 2.721 -0.398 -5.698 -0.39 0.14 0.20 0.1186
H 1.191 2.099 -5.236 0.43 0.01 0.29 0.1092
H 4.236 0.309 -4.354 -0.07 0.00 0.35 0.1152
H 3.419 1.200 -1.621 0.02 0.47 -0.35 0.1134
H 2.065 2.782 -3.140 0.39 -0.55 0.06 0.0889
H 5.012 -0.001 -2.803 -0.20 0.05 -0.12 0.1322
H 3.949 -2.014 -2.457 -0.30 0.22 -0.36 0.1079
H 1.729 -2.685 -3.200 -0.13 0.70 0.37 0.0816
H 3.976 -1.991 -4.214 0.11 0.11 0.35 0.1369
H 1.063 0.013 -6.115 0.25 0.00 0.24 0.1286
H 0.169 -0.929 -4.187 0.35 -0.45 -0.15 0.0957
P 0.712 2.012 -1.569 -2.70 -0.95 3.49 0.8942
C 1.885 3.229 -0.839 0.82 0.26 -0.76 -0.2432
C -0.417 2.249 -2.984 -0.07 0.11 -0.90 -0.2123
P 0.418 -1.955 -1.329 -1.41 1.38 2.71 0.8842
C 1.272 -0.030 -1.500 -0.59 -1.53 -2.20 -0.4907
C -0.775 -2.496 -2.601 0.14 -0.35 -0.91 -0.2604
C 1.715 -3.117 -0.795 0.65 -0.08 -0.14 -0.2347
H 2.136 2.945 0.194 -0.32 -0.22 -0.39 0.0039
H 1.411 4.217 -0.777 -0.20 -0.26 -0.18 0.0738
H 2.819 3.327 -1.408 -0.20 0.22 0.21 0.0460
H -0.078 1.691 -3.867 -0.29 0.39 0.32 0.0287
H -0.475 3.316 -3.252 0.14 -0.25 0.08 0.0860
H -1.435 1.906 -2.760 0.38 0.14 0.39 0.0316
H 2.677 -2.782 -1.195 -0.12 -0.34 0.13 0.0220
H 1.524 -4.145 -1.133 -0.09 0.32 -0.07 0.0788
H 1.789 -3.132 0.302 -0.25 0.08 -0.28 0.0338
H 2.262 -0.105 -1.026 -0.18 -0.04 -0.73 0.0659
H 1.114 0.068 -2.576 0.91 -0.62 1.50 -0.0390
H -1.582 -3.094 -2.144 0.54 0.27 0.20 0.0583
H -0.307 -3.092 -3.403 -0.23 0.23 0.23 0.0600
H -1.274 -1.630 -3.066 0.21 -0.27 0.35 0.0412
O 1.541 -3.024 2.922 0.02 0.03 0.22 -0.2777
S 0.358 -2.282 3.246 -1.31 0.75 -0.87 0.6834
O -0.932 -2.920 3.092 1.37 0.37 0.24 -0.2732
N 0.386 -0.851 2.337 1.01 0.85 0.89 -0.2485
C 0.645 0.260 3.082 -0.44 -1.26 -1.94 -0.7408
S 0.809 1.750 2.260 0.50 -0.05 0.83 0.6794
C 0.650 -0.005 4.506 -0.28 -0.28 1.72 -0.2176
C 0.656 0.883 5.603 0.21 -0.25 -1.05 -0.0018
C 0.450 0.400 6.888 0.06 0.32 0.20 -0.0491
C 0.244 -0.958 7.115 -0.12 -0.47 -0.08 -0.0389
C 0.231 -1.864 6.040 0.25 0.30 -0.20 -0.0067
C 0.453 -1.364 4.750 -0.20 -0.35 1.47 -0.2079
H 0.831 1.933 5.395 -0.14 0.01 0.17 0.1184
H 0.432 1.104 7.732 0.05 -0.39 -0.45 0.1232
H 0.077 -1.316 8.143 0.08 0.16 -0.68 0.1243
H 0.049 -2.927 6.206 0.05 0.32 -0.07 0.1296
```
Forces are in eV/Å.

DFT total energy (eV): -105280.24069
⟨S²⟩: 3.7545
Strongest force on any atom (Eh/bohr): 0.1142
2S+1: 4
LUMO energy (spin up / spin down) (eV): -4.33 / -4.33
Net charge: +1



A molecular structure, C30H45F5OsP2, computed with the ωB97M-V functional and the def2-TZVPD basis.

Geometry as XYZ:
```
83
Properties=species:S:1:pos:R:3:forces:R:3:lowdin_charge:R:1
Os -0.718 -0.192 -1.917 3.26 -0.50 10.90 1.4464
C -1.912 1.697 0.179 -0.72 -1.03 -1.15 -0.1948
C -2.533 0.985 -0.912 -0.06 -0.04 1.05 -0.2691
C -2.046 -0.524 0.823 -0.59 -0.73 -1.72 -0.1795
C -1.696 0.770 1.250 0.40 0.99 0.70 -0.1511
C -2.537 -0.436 -0.547 0.16 0.64 0.66 -0.3239
C -1.868 3.171 0.259 -0.02 0.17 -0.08 -0.0126
H -1.477 3.630 -0.652 0.00 -0.04 0.01 0.0857
H -1.307 3.537 1.113 0.01 0.05 0.00 0.0702
H -2.899 3.512 0.356 -0.05 0.24 0.05 0.1186
C -1.452 1.115 2.675 -0.31 0.35 0.25 -0.0274
H -1.319 2.196 2.829 -0.10 -0.46 -0.12 0.0823
H -0.591 0.592 3.163 -0.47 0.15 -0.51 0.0298
H -2.336 0.839 3.284 0.25 -0.08 -0.31 0.1266
C -2.197 -1.732 1.653 -0.10 -0.13 0.03 -0.0143
H -3.207 -1.661 2.054 -0.29 -0.17 0.26 0.1307
H -1.524 -1.783 2.498 0.02 0.16 0.06 0.0566
H -2.153 -2.670 1.087 -0.15 0.51 0.23 0.0649
C -3.375 -1.492 -1.205 0.09 -0.49 -0.37 -0.0123
H -4.392 -1.155 -1.468 0.40 -0.04 0.28 0.1189
H -3.427 -2.391 -0.573 -0.15 0.32 -0.29 0.0931
H -2.883 -1.768 -2.147 -0.69 -0.38 0.39 0.0471
C -3.249 1.553 -2.097 -0.09 0.00 -0.62 -0.0090
H -4.351 1.621 -2.047 0.39 0.00 0.53 0.1179
H -3.048 0.882 -2.944 -0.39 0.52 0.22 0.0549
H -2.861 2.549 -2.345 -0.15 -0.21 0.02 0.0966
C 1.258 0.565 -2.458 -1.74 2.73 -0.46 -0.2619
C 0.014 1.443 -2.665 2.76 0.14 0.38 -0.3483
C -0.502 1.602 -4.045 -0.17 1.57 -0.86 -0.1821
C -1.354 0.465 -4.581 -0.37 -0.15 -0.23 -0.1524
C -1.390 -0.682 -3.556 -1.81 -1.86 -6.62 -0.4404
C -0.155 -1.419 -3.336 0.25 -1.60 -2.83 -0.3605
C 1.046 -1.206 -4.243 1.17 0.78 0.07 -0.1478
C 1.893 -0.003 -3.673 0.71 -1.77 -1.70 -0.1942
H 0.355 1.769 -4.682 0.16 0.20 -0.38 0.1148
H -1.013 0.142 -5.569 0.13 -0.23 0.24 0.1261
H -1.071 2.527 -4.045 -0.09 0.13 -0.30 0.1218
H 2.072 0.704 -4.504 -0.34 0.19 0.59 0.1265
H 2.033 0.954 -1.773 -1.10 -0.62 0.02 0.0359
H -0.159 2.225 -1.915 0.30 0.13 -0.55 0.0707
H 2.912 -0.386 -3.494 -0.38 0.28 0.37 0.1171
H 1.672 -2.112 -4.313 -0.30 0.26 0.28 0.1203
H -0.267 -2.486 -3.139 -0.23 0.17 0.29 0.1032
H 0.807 -0.998 -5.293 -0.45 -0.04 0.29 0.1175
H -2.373 0.810 -4.771 0.06 0.00 0.15 0.1127
H -2.266 -1.305 -3.741 -0.20 0.22 0.41 0.1222
P 1.485 1.718 0.446 -0.95 -0.64 -0.41 0.8756
C 1.290 2.330 2.118 0.17 0.25 0.19 -0.2673
H 2.220 2.870 2.318 -0.22 0.21 0.37 0.0658
H 1.177 1.507 2.842 -0.05 0.51 -0.47 -0.0022
H 0.422 2.999 2.145 0.45 -0.07 0.20 0.0349
C 3.108 0.884 0.540 -0.15 0.18 -0.05 -0.2447
H 3.734 1.523 1.171 0.24 -0.27 -0.16 0.0604
H 3.530 0.786 -0.469 0.12 -0.04 0.46 0.0479
H 2.977 -0.106 1.009 0.24 0.51 -0.20 0.0247
C 1.730 3.247 -0.536 0.15 -0.30 0.27 -0.2250
H 1.947 3.021 -1.585 0.07 0.17 0.29 0.0474
H 2.562 3.772 -0.068 0.01 0.31 -0.21 0.0644
H 0.812 3.843 -0.482 0.30 0.00 0.05 0.0420
P 0.721 -1.943 -0.235 -0.53 1.08 -1.58 0.8563
C -0.325 -3.392 -0.645 0.50 -0.04 0.09 -0.2338
H 0.346 -4.232 -0.825 -0.31 -0.27 -0.09 0.0650
H -0.949 -3.187 -1.524 0.25 -0.29 0.39 0.0224
H -0.969 -3.601 0.212 0.30 -0.23 -0.30 0.0291
C 2.292 -2.081 -1.216 -0.52 -0.27 0.56 -0.2077
H 2.057 -1.832 -2.258 0.21 -0.36 0.58 0.0000
H 2.664 -3.109 -1.133 0.19 0.26 -0.06 0.0676
H 3.023 -1.352 -0.828 -0.30 -0.50 -0.20 0.0372
C 1.159 -2.201 1.510 0.14 -0.11 0.18 -0.2330
H 1.941 -2.970 1.554 -0.10 0.13 0.08 0.0715
H 0.286 -2.557 2.070 0.33 0.10 -0.19 0.0337
H 1.520 -1.279 1.981 -0.12 -0.21 -0.08 0.0172
F -0.922 -1.745 4.657 0.80 1.05 0.80 0.0879
C 0.155 -1.082 5.185 0.33 0.56 -1.44 -0.1587
C 0.801 -0.075 4.507 -0.35 -0.77 -0.53 0.0464
C 2.096 0.173 4.859 -1.18 -0.14 -1.12 -0.1865
F 2.953 0.753 3.989 -0.44 -0.12 0.99 0.1067
C 2.667 -0.364 6.027 2.37 -0.19 1.39 -0.0489
F 3.933 -0.023 6.341 -1.79 -0.66 -0.18 0.1760
C 1.979 -1.330 6.759 0.76 -0.13 0.74 -0.1000
F 2.593 -1.949 7.779 -0.69 0.54 -0.77 0.1549
C 0.710 -1.704 6.331 0.09 -2.07 1.29 -0.0556
F 0.119 -2.775 6.879 0.67 1.47 -0.51 0.1810
```
Forces are in eV/Å.

DFT total energy (eV): -66447.04149
⟨S²⟩: 6.0510
Strongest force on any atom (Eh/bohr): 0.2216
2S+1: 5
LUMO energy (spin up / spin down) (eV): -6.26 / -8.95
Net charge: +2



A molecular structure, C30H45GeN4O3Ti, computed with the ωB97M-V functional and the def2-TZVPD basis.

Geometry as XYZ:
```
84
Properties=species:S:1:pos:R:3:forces:R:3:lowdin_charge:R:1
Ti 0.438 -0.309 0.447 0.47 -0.29 0.51 1.1159
C -0.057 -0.540 3.598 0.10 0.01 -0.01 -0.0563
N 1.086 -0.479 2.631 -0.08 0.02 -0.15 -0.1902
C 1.846 0.793 2.831 -0.04 -0.16 0.03 -0.0788
C 0.976 1.931 2.386 -0.04 -0.04 -0.07 -0.2543
C 0.946 3.161 3.008 -0.02 0.07 0.04 0.0383
C 0.060 4.122 2.537 -0.01 0.04 0.03 0.0231
C -0.769 3.816 1.466 -0.01 0.09 0.01 0.0052
C -0.671 2.571 0.882 0.07 -0.15 -0.01 -0.0855
N 0.192 1.647 1.332 0.01 0.30 0.11 0.0131
C 1.990 -1.637 2.846 -0.12 0.06 0.08 -0.0827
C 2.790 -1.899 1.616 -0.14 -0.01 -0.12 -0.2342
C 4.027 -2.510 1.640 0.06 -0.05 0.04 0.0411
C 4.636 -2.836 0.439 0.04 -0.02 -0.03 0.0323
C 3.983 -2.541 -0.752 0.10 -0.06 -0.01 0.0114
C 2.766 -1.908 -0.701 -0.11 0.05 0.11 -0.1102
N 2.168 -1.578 0.465 0.10 0.12 -0.04 0.0287
C -1.393 -0.643 2.922 0.12 0.03 -0.10 -0.2230
C -2.547 -0.841 3.658 -0.03 0.00 0.10 0.0317
C -3.769 -0.806 3.011 -0.07 0.00 0.00 0.0197
C -3.802 -0.564 1.642 -0.07 -0.01 0.06 0.0034
C -2.612 -0.414 0.971 0.13 0.01 0.03 -0.1081
N -1.418 -0.473 1.596 -0.13 0.03 -0.16 0.0114
H -0.044 0.358 4.217 -0.04 0.02 0.01 0.1512
H 0.088 -1.381 4.276 -0.01 0.00 0.03 0.1474
H 2.767 0.742 2.244 -0.01 0.01 -0.03 0.1293
H 2.131 0.898 3.880 0.03 0.00 0.02 0.1549
H 1.589 3.359 3.856 -0.01 0.01 -0.02 0.1414
H 0.009 5.093 3.012 0.00 -0.01 -0.02 0.1388
H -1.478 4.536 1.080 0.01 0.00 0.02 0.1335
H -1.272 2.290 0.024 0.01 -0.01 0.02 0.1077
H 1.368 -2.512 3.045 0.03 -0.05 -0.01 0.1488
H 2.624 -1.480 3.720 0.00 0.00 0.03 0.1569
H 4.497 -2.739 2.588 0.00 0.00 -0.01 0.1430
H 5.606 -3.318 0.431 -0.02 0.00 0.00 0.1417
H 4.415 -2.792 -1.710 0.02 0.00 0.01 0.1378
H 2.236 -1.647 -1.604 -0.02 0.01 0.01 0.0978
H -2.486 -1.000 4.727 -0.01 0.00 -0.02 0.1425
H -4.687 -0.952 3.567 0.01 0.00 0.00 0.1386
H -4.736 -0.503 1.101 0.00 -0.01 0.02 0.1322
H -2.584 -0.234 -0.094 0.05 -0.01 -0.01 0.0808
C -2.282 -2.716 -1.605 -0.05 0.01 -0.04 -0.0074
C -0.952 -2.836 -0.890 0.10 0.26 -0.05 -0.5700
C 0.055 -3.594 -1.731 0.08 -0.09 -0.02 -0.0188
C -1.088 -3.453 0.484 0.00 -0.05 0.08 0.0015
O -0.393 -1.425 -0.715 -0.20 -0.25 -0.35 -0.4381
Ge -0.250 -0.199 -2.547 0.08 -0.11 0.04 1.2554
O -1.560 0.790 -1.926 -0.15 0.23 0.06 -0.3838
C -2.612 1.423 -2.768 0.12 -0.19 0.03 -0.6419
C -2.373 1.051 -4.223 0.04 0.06 -0.05 -0.0586
C -2.524 2.920 -2.547 -0.07 0.08 0.01 -0.0134
C -3.934 0.871 -2.274 -0.13 0.00 0.02 -0.0143
O 1.168 0.606 -0.950 -0.26 0.14 -0.33 -0.4172
C 2.209 1.607 -1.418 -0.12 -0.24 0.10 -0.5760
C 3.274 1.680 -0.342 0.11 0.04 0.12 -0.0001
C 2.790 1.081 -2.717 0.06 -0.05 -0.06 -0.0309
C 1.535 2.943 -1.629 0.00 0.07 -0.07 0.0037
H -2.649 -3.720 -1.823 -0.01 0.01 0.01 0.1205
H -2.189 -2.201 -2.565 0.03 -0.03 -0.01 0.0763
H -3.036 -2.209 -1.006 0.02 0.01 0.01 0.0832
H -0.382 -4.554 -2.009 0.03 -0.01 0.01 0.1176
H 0.973 -3.800 -1.180 -0.02 0.01 0.00 0.0860
H 0.301 -3.074 -2.658 -0.04 0.01 -0.01 0.0773
H -1.306 -4.515 0.367 -0.02 0.00 0.01 0.1205
H -1.895 -3.009 1.062 -0.01 0.00 0.01 0.0841
H -0.148 -3.381 1.040 0.00 -0.01 -0.02 0.0853
H -1.439 1.477 -4.606 0.00 -0.02 0.03 0.0922
H -3.175 1.434 -4.854 0.00 0.02 0.03 0.1155
H -2.362 -0.036 -4.360 -0.01 0.00 -0.01 0.0786
H -1.510 3.286 -2.701 0.05 0.00 -0.04 0.0800
H -2.857 3.191 -1.543 0.04 -0.02 -0.01 0.0877
H -3.174 3.437 -3.254 -0.01 -0.01 0.03 0.1113
H -4.036 -0.194 -2.494 0.03 0.02 0.02 0.0909
H -4.762 1.391 -2.759 0.02 -0.02 -0.02 0.1130
H -4.034 1.033 -1.199 -0.03 0.03 -0.03 0.0792
H 4.171 2.135 -0.762 -0.01 0.06 0.04 0.1179
H 2.954 2.303 0.496 -0.01 -0.04 -0.01 0.0869
H 3.561 0.688 0.019 0.00 0.03 -0.10 0.0801
H 3.289 0.120 -2.588 0.00 0.02 0.01 0.0869
H 3.534 1.794 -3.073 0.02 -0.02 0.01 0.1179
H 2.046 0.991 -3.509 -0.03 0.02 0.01 0.0623
H 1.087 3.326 -0.716 0.02 0.00 0.02 0.0752
H 0.775 2.894 -2.409 -0.02 -0.02 -0.02 0.0857
H 2.294 3.658 -1.950 -0.04 0.01 -0.02 0.1215
```
Forces are in eV/Å.

DFT total energy (eV): -123555.79438
Strongest force on any atom (Eh/bohr): 0.0147
2S+1: 1
LUMO energy (eV): -9.42
Net charge: +3